This record from OMol25 describes C2H3FMgO as an isolated structure. The level of theory is the ωB97M-V functional and the def2-TZVPD basis.

Output
2S+1	2
HOMO level (alpha / beta)	-12.42 / -15.09	eV
HOMO-LUMO gap (alpha / beta)	7.91 / 9.24	eV
net charge	+1

Geometry as XYZ:
```
8
Properties=species:S:1:pos:R:3:forces:R:3:lowdin_charge:R:1
H 0.380 -0.989 -1.026 -1.945 0.964 0.811 0.26
O 0.750 -0.222 -0.050 1.819 -0.292 0.737 -0.43
C -0.495 -0.137 0.673 -0.333 0.040 0.305 -0.15
C -0.870 -0.270 -0.740 1.181 -0.411 -2.286 -0.05
Mg 2.480 0.910 0.150 -0.110 -0.098 -0.032 1.01
H -0.651 0.859 1.106 0.112 -0.431 -0.035 0.14
H -0.695 -1.020 1.291 0.094 0.561 -0.038 0.14
F -0.899 0.870 -1.404 -0.818 -0.334 0.539 0.08
```
Forces are in eV/Å.

This record from OMol25 describes C5H8N2 as an isolated structure. The level of theory is the ωB97M-V functional and the def2-TZVPD basis.

Output
HOMO level	-8.09	eV
HOMO-LUMO gap	8.48	eV

Geometry as XYZ:
```
15
Properties=species:S:1:pos:R:3:forces:R:3:lowdin_charge:R:1
C 0.240 -2.648 -1.093 0.270 0.337 0.121 0.03
N -0.437 -1.327 0.134 -0.189 -0.299 -0.258 -0.18
C -0.712 -0.100 -0.485 0.112 0.092 0.005 -0.04
C -0.118 0.877 0.240 -0.052 -0.169 -0.122 -0.25
C -0.043 2.353 -0.010 -0.024 0.004 -0.022 -0.05
C 0.470 0.165 1.352 0.004 -0.131 0.056 -0.09
N 0.256 -1.116 1.314 0.143 0.274 -0.010 0.07
H -1.159 -2.041 0.194 -0.001 0.220 0.118 0.13
H 1.052 -2.978 -0.413 -0.220 0.104 -0.103 -0.05
H 0.743 -1.931 -1.771 -0.039 -0.046 0.164 -0.06
H -1.262 -0.077 -1.418 0.087 -0.010 0.173 0.13
H -0.513 2.914 0.806 0.058 -0.126 -0.138 0.08
H -0.551 2.619 -0.942 0.094 -0.040 0.156 0.08
H 0.997 2.693 -0.077 -0.181 -0.105 -0.020 0.08
H 1.038 0.598 2.170 -0.063 -0.105 -0.120 0.12
```
Forces are in eV/Å.

This record from OMol25 describes a 12-piece molecular cluster, C5H31NO11 overall. The level of theory is the ωB97M-V functional and the def2-TZVPD basis.

Output
HOMO level	-7.70	eV
HOMO-LUMO gap	7.85	eV
SMILES	C=C/C=C/NC.O.O.O.O.O.O.O.O.O.O.O

Geometry as XYZ:
```
48
Properties=species:S:1:pos:R:3:forces:R:3:lowdin_charge:R:1
C -1.682 -0.689 2.595 -0.378 1.105 1.294 -0.03
C -1.994 0.360 1.755 1.650 -2.740 1.541 -0.19
C -1.047 0.598 0.691 0.420 1.962 -0.345 -0.13
C -0.634 1.861 0.294 2.128 -6.535 -1.684 -0.07
N 0.515 1.898 -0.546 -1.132 1.099 0.644 -0.06
C 0.582 2.972 -1.476 1.279 -0.968 -3.196 -0.14
H -2.295 -0.904 3.525 0.541 0.260 -1.374 0.07
H -0.644 -1.144 2.643 -1.543 0.481 -0.672 0.05
H -2.873 0.937 1.875 -0.827 0.537 0.204 0.09
H -0.591 -0.363 0.379 0.336 1.225 -0.183 0.10
H -1.119 2.694 0.615 -0.943 2.583 0.681 0.09
H 0.709 1.080 -1.091 -0.326 -0.904 0.480 0.06
H 0.534 3.896 -1.060 0.216 2.725 1.640 0.04
H 1.474 2.906 -2.144 0.123 0.034 1.186 0.10
H -0.128 2.986 -2.288 -1.184 -0.434 0.156 0.06
O 1.502 -1.964 2.521 -3.530 -1.707 -0.070 -0.04
H 1.326 -1.646 3.403 0.139 0.418 0.208 0.02
H 2.371 -1.799 2.311 3.250 0.857 -0.470 -0.04
O -3.817 -0.188 -1.906 -0.868 -0.033 2.653 -0.12
H -3.462 -0.949 -1.356 -0.171 0.793 -0.793 0.01
H -4.328 0.265 -1.157 0.841 -0.618 -1.780 0.09
O 2.254 3.296 1.670 -0.052 -0.809 0.065 -0.09
H 1.517 3.502 2.275 0.526 -0.642 -0.473 0.04
H 2.271 2.324 1.456 -0.402 1.558 0.411 0.02
O 2.477 -1.227 -0.812 1.601 -0.162 0.047 -0.08
H 3.221 -1.176 -1.435 0.077 -0.016 0.490 0.08
H 1.788 -0.860 -1.377 -0.944 0.472 -0.411 -0.03
O -1.611 1.272 -2.677 0.089 -0.838 1.710 -0.08
H -2.238 0.769 -2.066 0.514 0.751 -1.367 0.04
H -2.033 1.330 -3.525 -0.513 -0.185 -0.503 0.04
O 3.496 -0.267 1.685 -4.840 0.217 0.890 -0.02
H 4.345 -0.290 1.407 4.271 -0.041 -1.480 -0.01
H 2.926 -0.364 0.881 0.711 -0.070 0.467 0.04
O -2.530 -1.785 -0.160 -1.593 -0.576 3.382 -0.08
H -2.475 -1.913 0.871 -0.589 0.736 -2.501 0.11
H -1.678 -2.079 -0.376 2.043 -0.701 -0.561 -0.04
O -1.259 -2.143 -2.824 -0.902 0.037 -1.783 -0.05
H -1.247 -2.319 -1.895 -0.033 -0.549 0.420 -0.03
H -2.150 -2.341 -3.198 1.018 0.195 0.754 0.09
O 0.921 -0.462 -2.782 -3.171 -2.719 0.120 -0.18
H -0.102 -0.170 -2.640 2.974 -0.867 -0.820 0.09
H 0.829 -1.529 -2.912 -0.169 4.018 0.248 0.12
O 1.249 0.475 3.712 -0.978 1.361 -2.273 -0.08
H 2.193 0.462 3.703 1.395 -0.158 0.450 0.01
H 1.144 0.841 2.766 -0.466 -0.947 2.062 0.06
O 0.382 -2.744 -0.588 2.154 -2.313 -4.117 -0.09
H 1.356 -2.994 -0.990 -3.721 1.172 1.825 0.16
H 0.556 -2.412 0.249 0.977 0.938 2.826 -0.03
```
Forces are in eV/Å.

This record from OMol25 describes a 3-piece molecular cluster, C23H17IO12 overall. The level of theory is the ωB97M-V functional and the def2-TZVPD basis.

Output
HOMO level	-9.68	eV
HOMO-LUMO gap	7.77	eV
SMILES	O=C1O[C@H](I)[C@@H](CC(=O)c2ccccc2)O1.O=C1C=C(O)C(=O)C=C1O.O=C1C=C(O)C(=O)C=C1O

Geometry as XYZ:
```
53
Properties=species:S:1:pos:R:3:forces:R:3:lowdin_charge:R:1
O 0.725 -3.086 1.589 -0.291 1.315 -0.175 0.18
C 0.760 -2.037 1.017 0.139 -1.789 -0.383 -0.52
O 1.264 -1.951 -0.278 -0.881 0.908 0.757 -0.05
C 1.546 -0.588 -0.512 -0.110 -0.362 0.039 -0.62
I 3.708 -0.489 -0.251 -0.272 0.429 -0.240 0.92
C 0.771 0.175 0.568 1.714 1.277 0.006 -0.32
C -0.259 1.210 0.131 -0.997 -0.412 -0.110 -0.03
C -1.338 0.659 -0.811 -0.229 0.106 0.175 -0.31
O -1.283 0.871 -2.007 0.138 -0.231 0.494 0.10
C -2.434 -0.183 -0.192 1.692 1.164 -1.017 -0.16
C -2.825 0.022 1.109 0.015 0.125 0.760 -0.03
C -3.800 -0.789 1.639 -0.149 0.305 0.763 -0.07
C -4.371 -1.771 0.868 -0.716 -0.391 0.542 -0.08
C -3.978 -1.938 -0.433 -0.262 -0.833 -1.143 -0.08
C -2.994 -1.157 -0.987 -0.204 -0.093 -0.027 -0.01
O 0.325 -0.837 1.459 0.168 -0.208 -0.225 0.11
H 1.256 -0.264 -1.504 0.398 -0.290 -0.137 0.08
H 1.535 0.799 1.050 -0.289 -0.323 0.549 0.11
H 0.215 2.070 -0.350 0.254 -0.333 -0.090 0.14
H -0.707 1.595 1.052 -0.064 -0.047 -0.142 0.09
H -2.409 0.790 1.757 -0.013 -0.107 -0.387 0.09
H -4.102 -0.621 2.667 -0.105 -0.154 -0.065 0.11
H -5.145 -2.406 1.284 0.045 0.020 -0.018 0.11
H -4.437 -2.691 -1.065 -0.049 -0.063 0.214 0.11
H -2.670 -1.302 -2.009 0.038 0.119 0.041 0.12
O 1.357 -2.173 -5.885 -0.068 0.209 0.218 0.11
C 2.036 -2.916 -5.201 0.127 -0.327 -0.401 -0.31
C 2.715 -4.091 -5.730 -0.117 0.162 -0.011 0.08
C 3.433 -4.876 -4.917 -0.061 -0.080 -0.523 -0.24
O 4.073 -5.959 -5.354 0.014 0.098 0.383 0.11
C 3.562 -4.583 -3.451 -0.141 0.353 0.341 -0.31
O 4.214 -5.341 -2.760 0.102 -0.194 -0.228 0.12
C 2.901 -3.393 -2.930 0.153 -0.177 0.175 0.07
C 2.187 -2.610 -3.743 0.072 0.062 0.494 -0.22
O 1.565 -1.511 -3.305 -0.053 -0.132 -0.633 0.08
H 2.613 -4.294 -6.787 0.007 -0.021 0.006 0.14
H 4.509 -6.344 -4.570 0.025 -0.056 -0.001 0.12
H 3.013 -3.180 -1.875 -0.037 -0.027 -0.021 0.10
H 1.122 -1.128 -4.087 -0.050 0.035 0.009 0.13
O -2.137 2.835 2.879 0.235 -0.254 0.040 0.09
C -1.467 3.738 3.351 -0.312 0.436 -0.058 -0.31
C -1.897 5.126 3.356 -0.060 -0.231 -0.065 0.08
C -1.104 6.073 3.875 -0.474 0.117 -0.199 -0.23
O -1.454 7.355 3.904 0.367 -0.129 0.146 0.12
C 0.240 5.744 4.458 0.361 -0.401 0.126 -0.31
O 0.920 6.649 4.897 -0.202 0.235 -0.050 0.12
C 0.659 4.348 4.473 0.051 0.183 0.034 0.08
C -0.136 3.403 3.959 0.428 -0.128 0.206 -0.23
O 0.207 2.113 3.954 -0.329 0.161 -0.229 0.11
H -2.864 5.351 2.931 0.009 0.025 0.001 0.14
H -0.709 7.825 4.325 -0.005 0.074 0.000 0.12
H 1.620 4.120 4.912 -0.004 -0.022 -0.009 0.14
H -0.533 1.639 3.532 -0.004 -0.104 0.069 0.11
```
Forces are in eV/Å.

This record from OMol25 describes a 2-piece molecular cluster, C7H18N overall. The level of theory is the ωB97M-V functional and the def2-TZVPD basis.

Output
2S+1	2
HOMO level (alpha / beta)	-5.55 / -10.00	eV
HOMO-LUMO gap (alpha / beta)	6.57 / 10.98	eV

Geometry as XYZ:
```
26
Properties=species:S:1:pos:R:3:forces:R:3:lowdin_charge:R:1
C -0.956 -0.707 -1.285 0.190 -0.410 -0.232 -0.10
C -1.977 -1.285 -0.298 0.440 0.017 -0.675 -0.49
C -1.729 -2.794 -0.206 -0.412 0.211 0.263 -0.09
C -1.841 -0.634 1.062 -0.187 0.715 0.188 -0.09
H -0.916 0.376 -1.399 -0.208 0.035 0.352 0.08
H 0.030 -1.074 -0.976 0.001 0.079 -0.102 0.07
H -1.118 -1.102 -2.291 -0.050 -0.108 0.047 0.08
H -2.965 -1.078 -0.721 -0.104 -0.143 0.244 0.13
H -2.489 -3.251 0.429 0.085 -0.140 0.015 0.08
H -0.750 -2.959 0.249 0.015 -0.098 0.021 0.08
H -1.743 -3.295 -1.173 -0.035 0.080 -0.082 0.07
H -1.954 0.452 0.966 0.014 -0.030 -0.006 0.07
H -2.605 -0.946 1.775 0.067 -0.230 -0.035 0.08
H -0.855 -0.797 1.508 -0.030 -0.191 -0.069 0.07
C 1.986 1.383 1.816 -0.016 0.303 0.010 -0.09
C 1.389 2.018 0.567 -0.066 -0.245 -0.899 -0.26
C 2.245 1.625 -1.740 0.504 0.578 -0.570 -0.08
N 1.583 1.214 -0.630 -0.156 -0.229 0.791 -0.14
H 1.296 0.701 2.310 0.001 -0.084 -0.029 0.06
H 2.891 0.844 1.540 0.036 0.001 0.079 0.07
H 2.253 2.173 2.521 -0.035 -0.145 0.133 0.07
H 0.311 2.201 0.649 0.085 0.148 0.386 0.10
H 1.868 2.974 0.363 -0.015 0.063 0.053 0.10
H 2.250 1.021 -2.631 -0.074 -0.087 0.082 0.03
H 2.658 2.622 -1.754 -0.026 -0.058 0.001 0.03
H 1.137 0.320 -0.652 -0.024 -0.033 0.034 0.06
```
Forces are in eV/Å.

Relative energy (zero: lowest compared OMol25 entry of this formula, charge and spin) list, top to bottom, in eV: 1.4000; 4.8255; 5.3683; 0.4404; 0.0946